Below is a structure of composition C33H41N7PtS2Te, with properties calculated with ωB97M-V with the def2-TZVPD basis set.

```
85
Properties=species:S:1:pos:R:3:lowdin_charge:R:1
Pt -1.041 1.635 -0.786 0.7710
C 1.503 6.500 3.363 -0.0559
C 0.838 5.243 2.871 -0.2810
C -0.376 4.807 3.400 -0.0421
C -1.031 3.705 2.888 -0.0103
C -0.492 2.952 1.836 -0.2503
N -1.185 1.924 1.234 -0.1049
C -1.878 0.992 1.973 -0.2617
C -1.424 0.506 3.207 -0.0141
C -2.074 -0.521 3.864 -0.0540
C -3.196 -1.141 3.320 -0.2825
C -3.842 -2.327 3.985 -0.0522
C -3.672 -0.651 2.115 -0.0050
C -3.056 0.415 1.477 -0.1739
N -3.693 0.951 0.317 -0.0524
C -5.025 1.064 0.137 -0.0453
C -5.245 1.612 -1.103 -0.0359
C -3.970 1.822 -1.633 -0.1525
N -3.045 1.417 -0.772 -0.1589
C 0.768 3.348 1.370 -0.1248
C 1.394 4.494 1.846 0.0100
N 1.491 2.533 0.450 -0.0482
C 2.830 2.364 0.445 -0.0463
C 3.162 1.604 -0.649 -0.0270
C 1.946 1.332 -1.277 -0.1537
N 0.945 1.896 -0.612 -0.1369
H 1.211 6.721 4.390 0.0741
H 1.223 7.359 2.749 0.0820
H 2.589 6.415 3.332 0.0748
H -0.833 5.365 4.208 0.1121
H -1.994 3.409 3.285 0.1200
H -0.527 0.941 3.631 0.1184
H -1.678 -0.875 4.810 0.1122
H -3.524 -2.413 5.023 0.0745
H -3.571 -3.255 3.477 0.0755
H -4.930 -2.249 3.971 0.0764
H -4.534 -1.115 1.648 0.1244
H -5.706 0.765 0.914 0.1281
H -6.191 1.841 -1.559 0.0993
H -3.663 2.236 -2.578 0.0613
H 2.336 4.801 1.406 0.1195
H 3.432 2.783 1.231 0.1277
H 4.141 1.275 -0.945 0.1008
H 1.726 0.765 -2.164 0.0501
C -0.253 -3.467 2.674 -0.1169
C 0.978 -4.288 2.292 -0.2497
C 1.222 -4.459 0.788 -0.1981
C 1.962 -3.314 0.095 -0.1885
N 1.160 -2.097 -0.094 0.0010
C 0.140 -2.084 -1.027 -0.8852
S -1.428 -1.763 -0.571 0.6441
N 0.458 -2.323 -2.315 0.0063
C 1.742 -2.084 -2.967 -0.1992
C 2.077 -3.116 -4.042 -0.1932
C 2.443 -4.522 -3.565 -0.2607
C 1.273 -5.363 -3.062 -0.1047
H -0.427 -3.519 3.751 0.0718
H -1.142 -3.843 2.166 0.0708
H -0.176 -2.410 2.417 0.0413
H 0.867 -5.283 2.728 0.1016
H 1.874 -3.859 2.755 0.1058
H 0.267 -4.625 0.277 0.1071
H 1.819 -5.362 0.630 0.1107
H 2.306 -3.656 -0.877 0.0772
H 2.850 -3.040 0.670 0.1213
H 0.786 -1.760 0.782 0.0801
H -0.345 -2.239 -2.922 0.0988
H 2.522 -2.030 -2.212 0.1129
H 1.695 -1.101 -3.447 0.0841
H 2.916 -2.709 -4.612 0.1107
H 1.238 -3.176 -4.744 0.1156
H 3.217 -4.451 -2.793 0.0987
H 2.912 -5.047 -4.401 0.1025
H 0.805 -4.935 -2.177 0.0440
H 1.600 -6.374 -2.817 0.0717
H 0.500 -5.441 -3.830 0.0768
Te -0.917 1.149 -3.356 0.8134
C 0.442 2.652 -3.916 -1.0407
C 1.417 2.582 -4.870 -0.2685
C 2.163 3.788 -5.002 -0.2105
C 1.747 4.754 -4.139 -0.4370
S 0.433 4.205 -3.183 0.8995
H 1.600 1.692 -5.457 0.0901
H 2.977 3.922 -5.701 0.0951
H 2.141 5.750 -4.017 0.0573
```

Properties
Charge = 0
Orbital gap = 7.149 eV
Molar mass = 922.6 g mol⁻¹
Largest force on an atom = 0.2 eV/Å

Below is a structure of composition C33H42AsBaN7O2SSi2, with properties calculated with ωB97M-V with the def2-TZVPD basis set.

```
89
Properties=species:S:1:pos:R:3:lowdin_charge:R:1
Ba -0.079 0.385 0.134 1.6520
C -4.541 0.942 -2.141 -0.0276
C -3.759 2.221 -2.157 -0.3233
C -3.827 3.101 -3.237 -0.0233
C -3.086 4.264 -3.200 -0.0671
C -2.286 4.520 -2.098 -0.0422
C -2.267 3.587 -1.070 -0.2365
N -2.994 2.471 -1.098 0.1638
C -1.493 3.821 0.192 -0.2079
C -0.958 5.059 0.536 -0.0023
C -0.336 5.199 1.765 -0.0353
C -0.329 4.141 2.657 -0.0057
C -0.923 2.947 2.258 -0.2341
N -1.410 2.783 1.026 0.0346
C -1.090 1.771 3.168 -0.2542
C -0.921 1.887 4.535 -0.0210
C -1.157 0.773 5.329 -0.0428
C -1.549 -0.403 4.733 -0.0265
C -1.685 -0.448 3.348 -0.3778
C -1.995 -1.736 2.647 -0.0406
N -1.483 0.625 2.583 0.0055
H -5.400 0.990 -2.810 0.0757
H -4.879 0.729 -1.128 0.0824
H -3.891 0.120 -2.448 0.0593
H -4.460 2.869 -4.083 0.1131
H -3.125 4.969 -4.022 0.1107
H -1.703 5.429 -2.050 0.1015
H -1.030 5.905 -0.132 0.1054
H 0.122 6.140 2.039 0.1149
H 0.135 4.243 3.627 0.1058
H -0.625 2.824 4.984 0.1087
H -1.025 0.831 6.402 0.1147
H -1.720 -1.297 5.316 0.1210
H -2.752 -2.307 3.186 0.0851
H -1.084 -2.341 2.604 0.0601
H -2.347 -1.560 1.631 0.0649
N -1.691 -5.625 -6.327 0.0972
C -1.426 -4.693 -5.334 -0.3185
C -0.161 -4.109 -5.230 -0.0254
C 0.090 -3.145 -4.273 -0.0559
C -0.920 -2.762 -3.405 -0.3074
C -2.184 -3.330 -3.495 -0.0532
C -2.435 -4.290 -4.454 -0.0275
S -0.638 -1.519 -2.209 0.4512
O -1.167 -2.010 -0.930 -0.4570
O 0.795 -1.226 -2.158 -0.4297
N -1.398 -0.163 -2.479 -0.1977
C -0.899 0.649 -3.485 -0.4828
N -0.659 0.119 -4.696 0.1449
C -0.188 0.936 -5.623 -0.1223
C 0.059 2.282 -5.388 -0.0563
C -0.181 2.718 -4.099 -0.1405
N -0.644 1.921 -3.140 0.1226
H -0.892 -6.107 -6.702 0.0886
H -2.475 -6.234 -6.163 0.0886
H 0.625 -4.416 -5.910 0.1112
H 1.066 -2.686 -4.187 0.1146
H -2.962 -3.027 -2.806 0.1178
H -3.419 -4.738 -4.528 0.1108
H 0.012 0.495 -6.595 0.1099
H 0.441 2.939 -6.155 0.0957
H 0.022 3.742 -3.809 0.1054
C 1.835 -3.556 0.754 -0.2398
Si 3.000 -2.550 1.842 0.0930
C 3.728 -3.717 3.129 -0.2427
C 4.399 -1.988 0.707 -0.2282
As 1.739 -0.863 2.779 0.5862
Si 3.244 0.347 4.033 0.1072
C 3.009 -0.038 5.869 -0.2480
C 5.074 0.124 3.639 -0.2375
C 2.916 2.202 3.841 -0.2452
H 2.318 -4.489 0.445 0.0285
H 1.570 -3.006 -0.153 0.0002
H 0.907 -3.816 1.268 0.0180
H 4.262 -4.543 2.650 0.0217
H 2.936 -4.135 3.754 0.0193
H 4.430 -3.199 3.789 0.0085
H 5.014 -2.840 0.398 0.0255
H 5.051 -1.252 1.179 -0.0037
H 3.978 -1.535 -0.196 0.0186
H 2.896 -1.111 6.029 0.0128
H 2.106 0.450 6.248 0.0075
H 3.855 0.316 6.466 0.0198
H 5.394 -0.920 3.660 0.0110
H 5.668 0.673 4.376 0.0247
H 5.307 0.526 2.651 0.0183
H 1.851 2.422 3.950 -0.0176
H 3.231 2.541 2.851 0.0197
H 3.462 2.780 4.593 0.0268
```

Properties
Charge = 0
Orbital gap = 5.611 eV
Molar mass = 869.2 g mol⁻¹
Largest force on an atom = 0.6 eV/Å

Below is a structure of composition C33H42BrIIrN3O5PSe2 in a non-equilibrium geometry, with properties calculated with ωB97M-V with the def2-TZVPD basis set.

```
89
Properties=species:S:1:pos:R:3:lowdin_charge:R:1
Ir 0.315 0.816 0.220 0.9980
Se 2.485 0.246 1.795 0.4130
Se 1.565 1.131 3.949 0.8516
C -0.054 0.142 4.019 -0.6690
C -0.371 -0.476 5.227 -0.0879
C -1.492 -1.282 5.289 -0.0333
C -2.252 -1.434 4.140 -0.0313
C -1.888 -0.729 3.006 -0.1315
N -0.819 0.064 2.934 0.0318
C 2.978 2.014 1.161 -0.6705
C 3.962 2.849 1.649 -0.0555
C 4.100 4.097 1.055 -0.0146
C 3.305 4.412 -0.037 -0.0157
C 2.366 3.493 -0.472 -0.1294
N 2.178 2.325 0.142 -0.0862
H 0.268 -0.334 6.087 0.1063
H -1.751 -1.790 6.207 0.1224
H -3.117 -2.082 4.114 0.1140
H -2.475 -0.831 2.105 0.0905
H 4.592 2.542 2.472 0.1256
H 4.820 4.808 1.436 0.1269
H 3.407 5.359 -0.548 0.1234
H 1.750 3.693 -1.339 0.1115
Br -4.350 -2.321 -1.530 0.7933
C -3.776 -0.764 -0.624 -0.6549
C -4.647 -0.021 0.159 -0.0731
C -4.140 1.088 0.819 -0.0213
C -2.800 1.407 0.680 -0.1401
N -1.972 0.689 -0.083 -0.0452
C -2.450 -0.376 -0.725 -0.2062
H -5.686 -0.305 0.251 0.1209
H -4.779 1.697 1.441 0.1249
H -2.369 2.260 1.186 0.1037
H -1.749 -0.947 -1.319 0.0753
C -1.094 4.712 3.014 -0.0502
C 0.037 4.058 2.236 -0.2746
O -0.382 3.423 1.026 -0.2645
C -0.713 4.404 0.028 -0.2560
C -1.119 3.737 -1.268 -0.0860
H -0.689 5.138 3.931 0.0891
H -1.852 3.975 3.285 0.0804
H -1.570 5.515 2.453 0.0730
H 0.480 3.276 2.846 0.0313
H 0.817 4.794 2.005 0.1236
H 0.156 5.055 -0.122 0.1148
H -1.532 5.027 0.397 0.1194
H -0.478 2.872 -1.446 0.0134
H -1.019 4.429 -2.103 0.0972
H -2.152 3.400 -1.221 0.0736
O 1.428 -2.260 2.115 -0.0611
C 0.734 -2.447 1.108 -0.6706
O 0.206 -1.604 0.330 -0.1893
C 0.473 -3.898 0.777 -0.0506
C 1.557 -4.809 0.869 0.0733
C 1.404 -6.150 0.588 0.0726
C 0.126 -6.564 0.257 -0.1442
O -0.308 -7.782 -0.037 0.1445
C -1.708 -7.691 -0.251 -0.0567
O -2.072 -6.323 -0.130 0.1304
C -0.969 -5.653 0.195 -0.1396
C -0.805 -4.304 0.427 0.1057
H 2.528 -4.435 1.165 0.1394
H 2.230 -6.844 0.631 0.1446
H -2.236 -8.282 0.502 0.1698
H -1.964 -8.067 -1.243 0.1686
H -1.632 -3.611 0.363 0.1340
I 4.145 -0.924 0.129 0.5062
C -1.072 1.563 -3.865 -0.1319
C -0.418 0.203 -3.660 -0.3858
P 0.806 0.059 -2.282 0.9182
C 2.273 0.992 -2.901 -0.4086
C 2.982 0.438 -4.135 -0.1246
C 1.282 -1.722 -2.447 -0.3922
C 1.091 -2.398 -3.807 -0.1320
H -1.632 1.559 -4.800 0.0851
H -0.328 2.358 -3.930 0.0673
H -1.770 1.800 -3.063 0.0497
H 0.143 -0.069 -4.557 0.0734
H -1.183 -0.561 -3.508 0.0742
H 2.982 1.029 -2.073 0.0188
H 1.937 2.015 -3.092 0.0676
H 3.421 -0.537 -3.931 0.0701
H 3.796 1.113 -4.402 0.0832
H 2.320 0.366 -4.998 0.0705
H 0.705 -2.260 -1.697 0.0434
H 2.329 -1.780 -2.143 0.0169
H 0.041 -2.473 -4.084 0.0686
H 1.486 -3.412 -3.744 0.0792
H 1.627 -1.892 -4.606 0.0597
```

Properties
Charge = +2
Orbital gap (spin up / spin down) = 7.369 / 4.936 eV
Molar mass = 1148.6 g mol⁻¹
Largest force on an atom = 1.1 eV/Å
Spin multiplicity = 6

Below is a structure of composition C33H42BrN3O5PSiSr in a non-equilibrium geometry, with properties calculated with ωB97M-V with the def2-TZVPD basis set.

```
87
Properties=species:S:1:pos:R:3:lowdin_charge:R:1
Sr 0.482 -0.622 -1.172 1.5008
Br -3.287 -4.135 4.905 0.6653
C -2.586 -3.377 3.309 -0.7104
C -3.068 -3.798 2.062 -0.1338
C -2.571 -3.249 0.906 -0.0089
C -1.555 -2.255 0.926 -0.3909
O -1.103 -1.742 -0.158 -0.3121
C -1.079 -1.853 2.202 -0.1275
C -0.072 -0.821 2.394 -0.0712
N 0.623 -0.243 1.488 0.0622
C 1.516 0.784 1.898 -0.1897
C 2.127 0.859 3.118 -0.0177
C 2.905 1.986 3.480 -0.0747
C 3.060 3.031 2.621 -0.0472
C 2.499 2.955 1.321 -0.1646
C 2.660 3.978 0.358 -0.0173
C 2.168 3.812 -0.896 -0.0365
C 1.539 2.589 -1.230 -0.1082
N 1.342 1.633 -0.351 0.0239
C 1.786 1.809 0.936 -0.1673
C -1.614 -2.415 3.371 -0.1041
H -3.838 -4.559 2.015 0.0943
H -2.934 -3.564 -0.065 0.1132
H 0.047 -0.512 3.438 0.1164
H 2.017 0.044 3.821 0.1096
H 3.368 2.013 4.458 0.1010
H 3.634 3.906 2.900 0.1070
H 3.186 4.884 0.639 0.1144
H 2.281 4.572 -1.657 0.1051
H 1.205 2.402 -2.251 0.0862
H -1.235 -2.081 4.330 0.1026
C 4.816 -0.031 -0.373 -0.1670
Si 4.044 -1.285 -1.538 0.3015
C 3.497 -0.322 -3.059 -0.1715
C 5.448 -2.406 -2.092 -0.1848
N 2.672 -2.057 -0.925 -0.1861
C 2.694 -3.067 -0.002 -0.4005
C 3.829 -3.446 0.764 -0.0680
C 3.777 -4.448 1.723 -0.1308
C 2.600 -5.140 1.988 -0.1460
C 1.470 -4.797 1.246 -0.1176
C 1.515 -3.805 0.283 -0.0633
H 5.665 0.483 -0.840 0.0261
H 5.175 -0.526 0.536 0.0215
H 4.089 0.728 -0.066 0.0059
H 4.366 0.074 -3.595 0.0329
H 2.844 0.538 -2.861 0.0022
H 2.947 -0.973 -3.747 0.0089
H 5.940 -1.969 -2.967 0.0169
H 5.077 -3.398 -2.368 0.0283
H 6.202 -2.543 -1.312 0.0167
H 4.769 -2.922 0.610 0.0731
H 4.677 -4.687 2.283 0.0870
H 2.560 -5.914 2.743 0.0780
H 0.529 -5.310 1.422 0.0936
H 0.616 -3.575 -0.278 0.0827
C 0.693 -0.990 -6.236 -0.0295
C -0.132 -1.763 -5.221 -0.6179
C -1.501 -2.120 -5.766 -0.0277
C 0.607 -3.002 -4.748 -0.0208
O -0.320 -0.991 -3.998 -0.2047
P -0.536 0.595 -3.816 0.1980
O 0.659 1.364 -4.253 -0.2858
O -0.917 0.688 -2.363 -0.4738
O -1.793 0.884 -4.758 -0.1671
C -2.202 2.227 -5.151 -0.6263
C -1.329 2.672 -6.311 -0.0373
C -2.113 3.192 -3.975 -0.0392
C -3.647 2.066 -5.578 -0.0377
H 0.902 -1.650 -7.082 0.0887
H 1.633 -0.654 -5.799 0.0802
H 0.163 -0.110 -6.605 0.0748
H -1.375 -2.769 -6.637 0.0866
H -2.058 -1.230 -6.060 0.0737
H -2.076 -2.659 -5.010 0.0927
H 0.748 -3.701 -5.576 0.0886
H 0.035 -3.500 -3.963 0.0931
H 1.584 -2.738 -4.341 0.0774
H -0.282 2.693 -6.012 0.0731
H -1.633 3.668 -6.644 0.0851
H -1.444 1.979 -7.148 0.0840
H -1.077 3.392 -3.693 0.0781
H -2.634 2.786 -3.106 0.0903
H -2.585 4.136 -4.260 0.0859
H -3.726 1.323 -6.374 0.0835
H -4.039 3.016 -5.949 0.0846
H -4.257 1.740 -4.735 0.0901
```

Properties
Charge = -1
Orbital gap = 5.852 eV
Molar mass = 787.3 g mol⁻¹
Largest force on an atom = 2.1 eV/Å

Below is a structure of composition C33H42BrN3O5PSiSr in a non-equilibrium geometry, with properties calculated with ωB97M-V with the def2-TZVPD basis set.

```
87
Properties=species:S:1:pos:R:3:lowdin_charge:R:1
Sr 0.698 -0.594 -0.075 1.5429
Br 5.883 1.631 4.889 0.6573
C 4.913 0.874 3.428 -0.7034
C 5.491 0.859 2.156 -0.1363
C 4.782 0.334 1.112 -0.0027
C 3.469 -0.219 1.261 -0.3777
O 2.824 -0.644 0.262 -0.2824
C 2.940 -0.234 2.602 -0.1395
C 1.684 -0.827 2.922 -0.1028
N 1.008 -1.600 2.151 -0.0008
C -0.140 -2.191 2.613 -0.2333
C -0.293 -2.583 3.933 -0.0151
C -1.476 -3.153 4.400 -0.0818
C -2.537 -3.330 3.558 -0.0465
C -2.431 -2.960 2.203 -0.1460
C -3.511 -3.068 1.305 -0.0031
C -3.352 -2.668 0.007 -0.0331
C -2.088 -2.217 -0.403 -0.1340
N -1.066 -2.118 0.404 -0.0298
C -1.211 -2.430 1.701 -0.1818
C 3.666 0.351 3.648 -0.1046
H 6.481 1.264 2.007 0.0956
H 5.207 0.318 0.118 0.1137
H 1.312 -0.595 3.929 0.1303
H 0.525 -2.446 4.625 0.1071
H -1.547 -3.437 5.441 0.1005
H -3.473 -3.737 3.916 0.1051
H -4.453 -3.456 1.671 0.1140
H -4.177 -2.712 -0.690 0.1041
H -1.904 -1.945 -1.434 0.1109
H 3.240 0.361 4.643 0.1043
C -0.095 -4.178 -2.551 -0.1920
Si 1.328 -2.971 -2.997 0.4036
C 2.874 -3.658 -2.087 -0.1745
C 1.658 -3.253 -4.878 -0.1877
N 1.006 -1.363 -2.513 -0.1946
C 1.262 -0.309 -3.352 -0.4318
C 0.729 -0.225 -4.651 -0.0857
C 1.050 0.814 -5.502 -0.1247
C 1.915 1.817 -5.098 -0.1447
C 2.428 1.776 -3.807 -0.1163
C 2.105 0.744 -2.951 -0.0591
H 0.140 -5.185 -2.884 0.0143
H -1.042 -3.894 -3.000 0.0103
H -0.225 -4.203 -1.473 0.0022
H 2.865 -4.740 -1.999 0.0103
H 2.895 -3.233 -1.085 0.0056
H 3.795 -3.374 -2.582 0.0147
H 2.228 -4.161 -5.064 0.0132
H 2.223 -2.416 -5.278 0.0126
H 0.736 -3.326 -5.449 0.0104
H 0.035 -0.987 -4.974 0.0929
H 0.624 0.839 -6.497 0.0893
H 2.193 2.613 -5.777 0.0797
H 3.103 2.558 -3.476 0.0921
H 2.516 0.692 -1.944 0.0854
C -2.330 2.907 -1.405 -0.0307
C -3.263 1.833 -0.851 -0.6275
C -4.448 2.492 -0.135 -0.0239
C -3.764 0.950 -2.002 -0.0233
O -2.626 0.962 0.073 -0.1472
P -1.270 1.244 0.900 0.2568
O -0.103 1.377 -0.036 -0.4996
O -1.186 0.218 1.958 -0.2377
O -1.647 2.706 1.520 -0.1663
C -0.767 3.433 2.359 -0.6386
C -0.389 4.715 1.608 -0.0232
C 0.491 2.657 2.728 -0.0442
C -1.561 3.747 3.633 -0.0240
H -2.778 3.373 -2.280 0.0889
H -1.380 2.460 -1.680 0.0801
H -2.147 3.665 -0.650 0.0704
H -4.934 3.216 -0.786 0.0833
H -4.082 2.992 0.758 0.0747
H -5.171 1.735 0.166 0.0825
H -4.326 1.553 -2.713 0.0828
H -4.409 0.164 -1.612 0.0761
H -2.916 0.495 -2.508 0.0864
H 0.175 4.454 0.714 0.0895
H 0.218 5.364 2.236 0.0816
H -1.287 5.252 1.307 0.0806
H 1.053 2.410 1.832 0.0786
H 0.210 1.730 3.220 0.0713
H 1.114 3.251 3.396 0.0961
H -2.469 4.294 3.379 0.0810
H -0.967 4.336 4.331 0.0815
H -1.849 2.809 4.105 0.0875
```

Properties
Charge = -1
Orbital gap = 5.983 eV
Molar mass = 787.3 g mol⁻¹
Largest force on an atom = 3.4 eV/Å

Values of energy relative to the best compared isomer or geometry (same formula, charge and spin), in order: 4.7; 22.1; 14.4; 0.0; 34.5, all in kcal/mol.